(1)
23
Properties=species:S:1:pos:R:3:forces:R:3 method="wB97M-V/def2-TZVPD" e_lumo_ev="-1.43 / -1.48" max_force_ev_per_a=6.17 e_homo_ev="-8.2 / -8.0" total_energy_ev=-77380.11151 homo_lumo_gap_ev="6.73 / 6.57" smiles="CC(C)=C=N[C@@H]1C=CC=CC1=[Se]" charge=0
C -2.48911 -0.64095 -1.84697 1.50 1.04 -1.28
C -1.56482 -1.08732 -0.70623 -0.23 -0.56 -1.28
C -1.02511 -2.49368 -0.67421 -1.50 1.63 -1.36
C -1.28556 -0.19882 0.18444 0.84 0.91 0.84
N -1.11497 0.65585 1.04424 0.27 -0.46 0.34
C 0.12202 1.56023 1.12102 -1.92 -0.08 1.04
C 0.73208 1.81646 -0.17337 2.12 -0.66 -0.39
C 1.93740 1.30755 -0.51343 -0.64 1.15 -1.86
C 2.56758 0.42150 0.33359 3.68 -4.08 2.79
C 2.25005 0.28448 1.67104 -0.87 0.48 -0.15
C 1.07028 0.97652 2.12876 0.47 0.72 1.77
Se 0.92635 1.27530 3.93343 -0.32 -0.24 -1.56
H -2.73939 -1.45263 -2.59322 0.18 0.94 1.07
H -3.31528 -0.23019 -1.31975 -1.40 -0.01 -0.17
H -2.07375 0.29541 -2.42135 -0.46 -1.93 0.82
H -1.84854 -3.18072 -0.69329 -0.15 -0.67 -0.78
H -0.49478 -2.71439 0.15138 1.53 -0.39 3.47
H -0.24597 -2.54230 -1.39452 0.08 -0.70 -1.52
H -0.42227 2.44546 1.52947 1.10 -0.26 -0.22
H 0.21559 2.40858 -0.83951 -1.10 1.34 -1.33
H 2.58593 1.49907 -1.40771 -1.56 0.22 0.41
H 3.46025 -0.25570 -0.07989 -1.86 1.87 0.93
H 2.75202 -0.14971 2.56608 0.22 -0.26 -1.57

(2)
23
Properties=species:S:1:pos:R:3:forces:R:3 method="wB97M-V/def2-TZVPD" e_lumo_ev=0.82 max_force_ev_per_a=1.65 e_homo_ev=-9.6 total_energy_ev=-21884.35226 homo_lumo_gap_ev=10.44 smiles="C=CP(=O)(C=C)c1ccccc1" de_lowest_kj_mol=66.3 charge=0
C 2.45117 -2.34025 -0.13975 0.07 -0.07 0.08
C 1.68871 -1.40635 -0.67963 -0.18 0.46 0.37
P 1.15494 -0.01463 0.36150 -0.42 0.06 -1.59
O 1.64186 -0.07124 1.74211 0.30 -0.04 0.93
C 1.68681 1.45774 -0.56302 -0.19 -0.49 0.32
C 2.45396 2.34286 0.04756 0.08 0.05 0.09
C -0.66081 -0.00939 0.20829 0.52 -0.01 0.16
C -1.30997 0.06283 -1.01666 0.02 0.00 0.04
C -2.69215 0.06668 -1.05937 -0.07 0.01 -0.15
C -3.42493 -0.00271 0.11533 -0.05 0.00 0.03
C -2.77678 -0.07715 1.33724 -0.11 0.00 0.00
C -1.39407 -0.07997 1.38289 0.08 0.00 0.09
H 2.80793 -3.19950 -0.68543 0.01 -0.10 -0.16
H 2.74195 -2.25709 0.89613 0.05 0.00 0.18
H 1.36573 -1.43768 -1.70958 -0.03 -0.06 -0.19
H 1.35915 1.57493 -1.58541 -0.03 0.07 -0.18
H 2.81040 3.24266 -0.42833 0.01 0.12 -0.15
H 2.75134 2.17412 1.07117 0.05 -0.02 0.18
H -0.73961 0.11615 -1.93305 0.02 0.01 -0.13
H -3.20165 0.12441 -2.01047 -0.03 0.00 -0.06
H -4.50438 0.00147 0.07587 -0.08 0.00 -0.01
H -3.34885 -0.13216 2.25176 -0.04 0.00 0.07
H -0.86076 -0.13569 2.32085 0.01 0.00 0.10

(3)
22
Properties=species:S:1:pos:R:3:forces:R:3 method="wB97M-V/def2-TZVPD" e_lumo_ev="-0.62 / -0.29" max_force_ev_per_a=3.38 e_homo_ev="-9.1 / -8.0" total_energy_ev=-19830.56102 homo_lumo_gap_ev="8.46 / 7.68" de_lowest_kj_mol=567.8 charge=0
C -3.90392 0.20673 -0.13773 3.22 -0.48 0.91
C -3.34013 -0.74170 -0.97434 0.17 -0.20 1.33
C -3.08532 0.74686 0.84009 1.27 -0.12 0.32
C -2.03778 -1.25281 -0.68841 -0.23 -1.69 -2.88
C -1.75508 0.28937 1.05909 -1.61 0.89 -0.07
C -1.30036 -0.74705 0.34136 -0.19 -0.58 -1.17
C 3.45280 0.59995 -0.92752 -0.05 1.19 1.84
C 2.02847 0.92315 -0.58814 -0.78 1.24 -0.41
C 2.88598 -0.77123 1.37043 1.67 0.47 -0.57
C 2.70795 -0.26528 -0.00393 -0.55 -0.47 0.09
P 1.93198 -1.90436 0.12733 0.68 0.86 0.98
H -4.88407 0.47560 -0.28071 -2.08 0.90 -0.22
H -4.11992 -1.02690 -1.65642 0.81 -1.07 -1.04
H -3.35458 1.58635 1.43530 -0.58 0.50 0.39
H -1.56297 -2.01918 -1.40393 -0.94 1.09 1.25
H -1.10560 0.82645 1.68346 0.55 0.64 1.16
H 3.56328 0.20043 -1.84504 0.78 -0.98 -3.10
H 4.19404 1.32946 -0.60669 0.09 -0.54 0.23
H 1.87221 1.84278 0.02771 -0.04 -0.99 -0.53
H 1.33933 0.77071 -1.45357 0.28 0.15 1.21
H 4.00059 -0.98641 1.58361 -1.97 -0.13 -0.22
H 2.47309 -0.08294 2.09805 -0.51 -0.67 0.50

(4)
27
Properties=species:S:1:pos:R:3:forces:R:3 method="wB97M-V/def2-TZVPD" e_lumo_ev="-1.48 / -3.45" max_force_ev_per_a=3.39 e_homo_ev="-9.5 / -8.6" total_energy_ev=-97022.28279 homo_lumo_gap_ev="8.07 / 5.17" de_lowest_kj_mol=576.8 charge=0
C -2.05226 -1.26106 0.69256 -2.12 1.57 -1.07
C -0.40641 -1.16654 2.42132 -0.22 -0.48 1.25
C -1.06670 -1.33341 -0.25838 -0.22 -1.18 -2.05
C 0.60413 -1.30804 1.49485 1.98 0.63 -1.47
C -1.76086 -1.08544 2.01321 2.63 -0.20 0.83
C 0.25102 -1.41578 0.12343 0.58 0.65 0.21
C 0.78170 2.49830 -2.25434 -1.24 -0.20 3.15
C 2.17318 2.51115 -2.55063 0.68 -0.91 -1.94
C 1.29616 1.08339 -2.34516 0.83 -1.60 -1.36
C -2.70417 -0.76558 3.08155 1.02 -0.71 1.51
N 1.56484 0.46731 -1.16358 0.18 -0.28 0.45
O 2.80325 -1.74086 -0.56908 -1.01 0.83 -0.09
O 1.14602 -1.71839 -2.41013 -0.25 -0.08 0.60
S 1.55658 -1.23582 -1.10993 0.22 0.14 -0.42
Br 0.49880 2.24378 1.50897 0.05 -0.07 -0.09
H -3.05959 -1.02613 0.24190 0.80 -0.67 1.05
H -0.29337 -1.15378 3.55655 0.53 0.26 -1.77
H -1.43908 -1.41947 -1.32204 1.02 0.25 1.17
H 1.74317 -1.14019 1.57791 -1.99 -0.71 0.85
H 0.42297 2.65247 -1.19946 0.61 0.23 -1.18
H 0.05046 2.76197 -2.94826 -0.82 0.48 -1.33
H 2.45825 2.66351 -3.62942 -0.11 -0.23 1.42
H 2.93119 2.53689 -1.79926 0.21 0.39 0.29
H 1.19592 0.42202 -3.26908 -0.10 1.23 1.21
H -3.57923 -0.60033 2.56556 -2.73 0.16 -0.12
H -2.66856 -1.55918 3.85157 -0.78 -0.06 -0.62
H -2.44742 0.08922 3.69939 0.25 0.54 -0.47

(5)
29
Properties=species:S:1:pos:R:3:forces:R:3 method="wB97M-V/def2-TZVPD" e_lumo_ev="-10.01 / -9.97" max_force_ev_per_a=3.50 e_homo_ev="-16.4 / -15.6" total_energy_ev=-38579.84028 homo_lumo_gap_ev="6.37 / 5.67" de_lowest_kj_mol=0.0 charge=+2
Cl 0.13908 3.48925 -0.77471 0.01 -1.08 0.17
C -1.96973 0.14760 -1.74543 0.19 1.64 -1.00
C -1.11206 -0.97461 -1.46915 0.38 -0.22 -1.00
C 0.15851 -0.71603 -2.07611 0.52 0.95 -0.10
H -1.42051 -1.91413 -1.01734 0.06 0.32 0.04
C 0.10251 0.57118 -2.72419 0.84 -1.93 -0.07
C -1.23722 1.06624 -2.55496 -2.12 -0.71 0.78
H -1.61381 1.97214 -3.03100 0.05 -0.24 0.34
H -3.02498 0.21466 -1.48688 0.36 0.04 0.00
H 0.99453 -1.41120 -2.17509 -0.28 0.29 0.29
C 1.20244 1.20835 -3.48931 0.04 0.23 0.21
Sn -0.05877 1.08083 -0.13287 -0.25 0.16 0.30
C 2.49111 1.59138 0.26205 2.90 1.22 1.54
O 3.41900 2.04223 0.74991 -2.46 -1.22 -1.40
C -1.41299 2.33911 1.72021 -0.79 1.41 2.68
O -1.68829 2.91429 2.66235 0.55 -1.31 -2.25
H 2.18102 0.93935 -3.07268 -0.20 -0.07 -0.21
H 1.11154 2.30085 -3.47159 -0.05 -0.23 -0.15
H 1.17177 0.86710 -4.53480 0.00 0.09 0.14
N 0.96508 -2.15950 3.34922 0.34 -0.03 0.07
C -0.50251 -2.01828 3.07958 0.11 -0.13 0.04
C -0.66062 -1.05288 1.92788 -1.50 1.04 -0.76
O -1.79004 -0.69072 1.54877 1.96 -0.49 0.38
O 0.47309 -0.64434 1.45596 -0.32 0.66 -0.46
H 1.45387 -2.49935 2.50749 -0.16 0.09 0.34
H 1.15281 -2.79285 4.12718 0.02 -0.08 0.07
H 1.37730 -1.23940 3.56021 -0.11 -0.34 -0.03
H -0.91005 -2.99480 2.83377 -0.06 -0.05 0.01
H -0.99207 -1.63646 3.97155 -0.05 0.00 0.03

(6)
29
Properties=species:S:1:pos:R:3:forces:R:3 method="wB97M-V/def2-TZVPD" e_lumo_ev="-9.41 / -9.18" max_force_ev_per_a=7.14 e_homo_ev="-13.4 / -13.4" s_squared=15.77 total_energy_ev=-49821.84502 homo_lumo_gap_ev="4.00 / 4.22" charge=+2 spin_multiplicity=8
O -3.24144 0.92966 -2.26655 1.03 -2.65 0.71
C -4.00909 -0.21371 -1.68297 -1.29 0.28 0.56
C -4.14235 -0.08507 -0.01985 -1.55 -0.13 -1.74
O -3.19753 -0.94499 0.70288 0.55 2.66 1.14
C -2.60966 -0.29144 1.87791 -0.81 -0.32 1.26
O -1.11057 -0.31841 1.89277 -0.41 -0.80 -2.24
C -0.57829 -0.47346 0.52977 0.24 0.68 -0.98
C 1.04428 -0.18393 0.39662 4.37 1.84 -0.03
C 2.11053 -1.47168 0.38621 2.54 3.11 -0.49
C 3.74824 -1.28372 0.21248 -2.80 1.84 -0.13
C 4.41028 0.22748 0.01765 -1.45 -0.56 0.15
N 5.85782 0.62055 -0.19425 -5.50 1.00 0.26
S 5.76625 2.39371 -0.28121 -2.76 -0.78 0.32
N 4.05284 2.84034 -0.13735 0.75 -7.08 0.53
C 3.35404 1.51154 0.05285 1.08 0.45 -0.37
C 1.72808 1.31007 0.22924 0.18 -3.78 0.25
H -2.30701 0.58244 -2.41179 -1.87 0.75 0.20
H -5.12294 -0.09453 -2.08819 2.51 -0.21 0.83
H -3.62017 -1.26131 -2.03003 -0.55 2.01 0.77
H -4.05982 1.05899 0.20636 0.05 -2.20 -0.16
H -5.23812 -0.46892 0.23887 2.33 0.91 -0.41
H -2.98712 -0.88101 2.84289 1.22 1.14 -2.11
H -2.90940 0.82655 2.03937 0.37 -1.99 -0.84
H -1.10162 0.35204 -0.15318 1.16 -1.95 1.16
H -0.73906 -1.57109 0.08964 0.22 2.48 0.98
H 1.65422 -2.55500 0.50662 1.23 2.42 -0.26
H 4.44104 -2.24786 0.18671 -1.72 2.32 0.16
H 1.02546 2.24719 0.23243 1.68 -1.93 -0.01
Eu 7.78111 -0.55441 -1.37592 -0.85 0.48 0.51

(7)
25
Properties=species:S:1:pos:R:3:forces:R:3 method="wB97M-V/def2-TZVPD" e_lumo_ev=0.20 max_force_ev_per_a=5.98 e_homo_ev=-8.3 total_energy_ev=-22200.45548 homo_lumo_gap_ev=8.54 smiles=CC1(C)COc2ccccc2N1I de_lowest_kj_mol=213.0 charge=0
C -0.35472 1.09423 1.45044 -1.75 1.28 -0.21
C -0.60222 1.09899 -0.08978 0.77 1.22 0.52
C -1.39614 2.29569 -0.67013 0.30 1.44 2.65
C 0.79420 1.13987 -0.82860 -1.63 -0.45 -0.20
O 1.75545 0.22165 -0.35347 -1.16 -0.55 -0.46
C 1.20723 -1.02732 -0.28953 -0.01 -0.81 0.45
C 2.02434 -2.08311 -0.00358 2.10 -1.67 -0.06
C 1.55640 -3.41350 0.15713 1.04 0.34 0.31
C 0.25272 -3.69005 0.01364 -2.59 0.58 -2.08
C -0.58706 -2.61950 -0.42327 -1.65 -2.54 1.66
C -0.16055 -1.37086 -0.40906 -1.35 5.77 -0.87
N -1.22801 -0.07669 -0.63115 3.01 -3.89 -0.26
I -3.08924 -0.51917 -0.05588 -0.73 -0.03 0.37
H 0.46722 0.45954 1.62277 1.48 -0.17 0.54
H -1.14474 0.60511 2.03939 -0.29 0.21 -0.54
H -0.29595 2.14169 1.87560 0.50 -1.22 -0.56
H -1.30799 2.14578 -1.71581 -0.91 0.10 -1.13
H -0.91019 3.30891 -0.44659 -0.37 -1.44 -0.10
H -2.43148 2.37997 -0.18922 1.27 -0.36 -1.23
H 0.56078 1.06302 -1.90208 0.29 -0.65 0.14
H 1.22148 2.07710 -0.72854 0.85 1.95 0.58
H 3.13649 -1.99722 -0.00689 -1.05 0.49 0.23
H 2.19145 -4.26150 0.38583 0.51 0.43 0.01
H -0.21681 -4.67387 -0.05101 0.56 0.11 0.51
H -1.68124 -2.77448 -0.46679 0.79 -0.12 -0.27

(8)
23
Properties=species:S:1:pos:R:3:forces:R:3 method="wB97M-V/def2-TZVPD" e_lumo_ev="-4.14 / -5.40" max_force_ev_per_a=7.21 e_homo_ev="-12.3 / -11.7" total_energy_ev=-12042.57073 homo_lumo_gap_ev="8.11 / 6.28" de_lowest_kj_mol=528.6 charge=+1
C -2.84581 -1.03511 0.49475 -0.88 -1.26 -0.74
C -3.25702 0.24238 0.11897 0.02 -0.19 0.00
C -1.51579 -1.27350 0.50113 3.47 0.89 -0.12
C -2.35786 1.21585 -0.21584 -0.13 -0.20 0.60
C -0.52690 -0.26234 0.26450 -2.13 -0.57 -0.60
C -0.08972 1.95781 -0.27451 7.06 0.47 -1.37
C 1.60129 0.83816 0.12057 -5.52 1.89 -1.36
C 0.97167 -0.48464 0.33558 -0.67 0.95 0.88
C 2.98992 1.14797 0.02370 0.89 -0.86 2.48
C 1.53187 -1.63827 -0.60128 -1.84 0.98 1.19
N -0.99843 1.05425 -0.14551 -1.16 -5.30 1.87
H -3.46568 -1.96414 0.59990 0.04 1.55 0.13
H -4.29836 0.47093 0.08433 -0.47 0.30 -0.10
H -1.12267 -2.27711 0.66200 -0.12 0.26 0.18
H -2.66895 2.21146 -0.36692 -0.31 0.93 -0.50
H -0.11807 2.75915 -1.08084 -0.12 -0.80 1.63
H 1.14152 -0.73525 1.44387 -0.03 -0.09 -1.31
H 3.14872 2.21634 -0.00245 0.53 0.02 -0.61
H 3.39755 0.47139 -0.73528 0.47 0.73 -0.34
H 3.46390 0.75215 1.02455 -0.54 0.78 -1.57
H 1.40377 -1.39031 -1.65719 -0.27 -0.32 0.23
H 1.06964 -2.55375 -0.22286 -0.09 -0.03 -0.76
H 2.54539 -1.72343 -0.37115 1.80 -0.14 0.19

(9)
25
Properties=species:S:1:pos:R:3:forces:R:3 method="wB97M-V/def2-TZVPD" e_lumo_ev=0.48 max_force_ev_per_a=4.35 e_homo_ev=-8.8 total_energy_ev=-15591.48334 homo_lumo_gap_ev=9.24 smiles="NC(=O)c1ccc2c(c1)CNCC2" de_lowest_kj_mol=157.0 charge=0
N -3.86319 -1.36539 -0.07089 -2.61 -0.48 -1.27
C -3.42667 -0.08813 0.12627 -1.89 2.06 -1.25
O -4.27379 0.87602 0.08734 2.91 -3.20 0.50
C -1.91288 0.13892 0.14628 -2.01 0.27 -0.87
C -1.61173 1.46108 -0.07868 -1.89 1.49 1.07
C -0.32294 1.90229 -0.08649 0.89 -3.59 -0.86
C 0.69059 0.91811 -0.10340 0.89 0.93 2.01
C 0.35115 -0.44260 0.07146 2.89 0.56 0.01
C -0.92541 -0.83008 0.10010 -2.36 1.17 0.61
C 1.42583 -1.49805 0.22484 2.64 -1.62 -2.67
N 2.77536 -1.05039 -0.44331 -1.59 -0.24 3.84
C 3.11696 0.18307 0.32869 -1.33 -0.86 -0.06
C 2.18354 1.35365 -0.00719 -0.23 -1.80 -1.24
H -3.27090 -2.17218 -0.27101 -0.11 0.82 0.17
H -4.84952 -1.40910 -0.53918 2.57 0.10 1.54
H -2.49743 2.16132 -0.09685 1.24 -0.77 -0.04
H -0.11485 2.89129 -0.20473 0.75 2.64 -0.20
H -1.20312 -1.82880 0.17260 -0.18 -1.81 0.25
H 1.73731 -1.87653 1.25324 -0.84 0.87 -1.14
H 1.17559 -2.43261 -0.39518 -0.15 1.20 1.10
H 2.74966 -1.04850 -1.44538 -0.22 0.68 -0.26
H 4.15079 0.39572 0.23108 0.98 0.61 -0.46
H 2.99059 -0.02040 1.41043 0.03 -0.45 -0.50
H 2.43387 2.19747 0.59494 -0.46 0.71 0.65
H 2.49118 1.58380 -1.00496 0.05 0.72 -0.93

(10)
26
Properties=species:S:1:pos:R:3:forces:R:3 method="wB97M-V/def2-TZVPD" e_lumo_ev=-3.51 max_force_ev_per_a=6.23 e_homo_ev=-11.9 total_energy_ev=-24872.59769 homo_lumo_gap_ev=8.41 de_lowest_kj_mol=0.0 charge=+1
C -0.49566 3.98656 -1.00816 1.09 1.27 -1.62
C -1.67907 3.29180 -0.96954 -0.17 0.38 0.41
C 0.68238 3.46530 -1.61616 -1.76 -0.26 1.92
C -1.60626 1.91254 -1.28823 1.74 -0.69 -0.15
C 0.75681 2.12651 -1.89072 -0.75 -1.61 0.33
C -0.26368 -3.27619 1.71320 0.40 -2.29 1.65
C -1.00548 -2.93601 0.65485 -0.53 -0.43 -1.97
C 0.54395 -1.38985 0.84549 0.71 -1.74 -0.26
C -0.38924 1.27884 -1.66695 0.47 6.19 0.48
C 1.72326 -2.15777 2.85942 1.91 -0.52 -2.57
N 0.75105 -2.36546 1.78432 -0.62 2.48 0.36
N -0.41298 -1.81830 0.04489 -1.63 -0.51 1.05
O -0.13563 -0.02791 -1.67730 1.64 -0.22 -0.62
P -1.15329 -1.16247 -1.46002 0.47 -4.38 -1.75
H -0.44976 5.06142 -0.75578 -0.27 -0.75 0.04
H -2.54990 3.94668 -0.62621 0.81 -1.90 -0.52
H 1.53543 4.08570 -1.54681 0.90 0.40 -0.53
H -2.35884 1.19675 -1.14070 -1.71 -0.29 0.27
H 1.71474 1.65598 -2.10102 -0.19 0.05 -0.30
H -0.32478 -4.19841 2.42239 0.09 2.10 -1.50
H -1.80240 -3.48661 0.13710 0.37 0.44 0.52
H 1.13078 -0.50475 0.63103 0.10 -0.22 0.38
H 1.36844 -2.37867 3.82372 -0.64 -0.20 1.05
H 2.58973 -2.82383 2.56657 -0.70 0.84 0.84
H 2.00349 -1.11275 2.71521 0.33 -0.22 0.68
H -0.17307 -2.36910 -2.45058 -2.02 2.09 1.81